[1]
Below is C17H30N5O8P2S2V as an isolated structure, with properties calculated with ωB97M-V/def2-TZVPD.

Last column: Löwdin charge in e.
Geometry (Å):
V  0.04  0.84  -0.23  0.492
C  -0.34  2.49  3.38  -0.063
C  0.45  3.09  2.25  -0.291
O  -0.26  2.83  1.02  -0.485
P  -0.23  3.93  -0.23  -0.171
S  1.40  4.96  -0.37  0.259
S  -0.85  2.67  -1.67  0.359
O  -1.41  4.94  0.19  -0.350
C  -2.74  4.50  0.44  -0.326
C  -3.54  5.69  0.93  -0.071
H  0.18  2.65  4.33  0.078
H  -0.48  1.42  3.23  0.066
H  -1.33  2.96  3.46  0.073
H  1.44  2.63  2.16  0.102
H  0.59  4.17  2.36  0.097
H  -2.72  3.71  1.19  0.088
H  -3.16  4.09  -0.48  0.093
H  -3.11  6.08  1.85  0.077
H  -4.57  5.39  1.11  0.074
H  -3.53  6.48  0.18  0.078
C  3.88  -2.09  0.70  -0.071
C  3.54  -2.91  -0.54  -0.149
C  2.03  -3.14  -0.77  -0.303
C  1.81  -4.09  -1.95  -0.177
C  0.34  -4.38  -2.23  -0.067
C  1.48  -3.78  0.50  -0.417
O  1.72  -4.93  0.81  0.094
N  0.73  -2.97  1.33  0.226
C  0.40  -1.65  1.07  -0.574
O  -0.23  -0.99  1.90  0.009
N  0.70  -1.13  -0.12  0.026
C  1.40  -1.78  -1.09  -0.447
O  1.56  -1.28  -2.19  0.079
H  4.95  -1.89  0.73  0.071
H  3.61  -2.63  1.62  0.077
H  3.38  -1.13  0.71  0.060
H  4.01  -3.90  -0.48  0.121
H  3.93  -2.41  -1.43  0.124
H  2.34  -5.02  -1.73  0.117
H  2.28  -3.63  -2.82  0.121
H  -0.14  -4.85  -1.36  0.075
H  0.23  -5.05  -3.07  0.073
H  -0.20  -3.46  -2.46  0.064
H  0.45  -3.35  2.22  0.165
C  -2.59  -2.50  0.42  -0.120
O  -2.18  -1.86  -0.78  -0.305
P  -2.11  -0.24  -0.88  0.707
O  -3.54  0.15  -0.25  -0.292
C  -3.65  1.26  0.64  -0.126
O  -2.48  -0.08  -2.43  -0.327
C  -1.51  -0.42  -3.42  -0.122
H  -3.67  -2.42  0.55  0.082
H  -2.09  -2.08  1.29  0.064
H  -2.32  -3.55  0.33  0.085
H  -4.15  2.08  0.13  0.079
H  -2.67  1.59  0.99  0.045
H  -4.25  0.94  1.50  0.090
H  -1.78  0.12  -4.33  0.087
H  -1.54  -1.49  -3.61  0.081
H  -0.50  -0.13  -3.11  0.051
N  6.07  0.17  -1.08  0.074
C  5.28  0.83  -0.55  -0.429
N  4.45  1.60  0.13  0.067
C  3.18  1.48  0.00  -0.335
N  2.01  1.45  -0.01  0.070

Properties
Spin multiplicity   2
Net charge   -1
Energy relative to the best compared isomer or geometry (same formula, charge and spin)   0.7955 eV



[2]
Below is C27H40Cl2GeN4ORuSe as an isolated structure, with properties calculated with ωB97M-V/def2-TZVPD.

Last column: Löwdin charge in e.
Geometry (Å):
Ru  0.01  0.15  0.00  1.076
C  -3.93  -1.14  3.20  -0.089
C  -3.91  -0.10  2.10  -0.413
C  -5.18  0.77  2.19  -0.055
C  -2.67  0.79  2.11  -0.256
C  -1.74  0.78  3.14  -0.051
C  -0.71  1.71  3.18  -0.062
C  -0.60  2.72  2.23  -0.307
C  0.40  3.84  2.40  -0.068
C  -1.50  2.70  1.16  -0.075
C  -2.50  1.74  1.09  -0.070
H  -4.81  -1.78  3.09  0.085
H  -3.98  -0.67  4.19  0.089
H  -3.05  -1.79  3.18  0.051
H  -3.93  -0.61  1.13  0.090
H  -5.15  1.38  3.10  0.093
H  -6.06  0.14  2.23  0.083
H  -5.28  1.44  1.34  0.075
H  -1.82  0.04  3.93  0.108
H  -0.01  1.70  4.01  0.117
H  1.35  3.48  2.78  0.077
H  0.02  4.57  3.11  0.091
H  0.58  4.36  1.45  0.053
H  -1.43  3.46  0.39  0.117
H  -3.21  1.76  0.27  0.121
N  -0.13  -1.06  -3.49  0.180
C  0.83  -1.72  -2.80  -0.649
N  1.62  -2.57  -3.50  0.180
O  0.96  -1.61  -1.57  -0.124
H  -0.12  -1.06  -4.50  0.110
H  -0.62  -0.32  -3.01  0.023
H  1.51  -2.73  -4.49  0.108
H  2.30  -3.11  -2.99  0.112
C  4.43  -0.99  2.17  -0.040
C  3.31  -0.86  2.96  -0.041
C  2.11  -0.55  2.36  -0.135
N  1.99  -0.37  1.04  -0.075
C  3.08  -0.50  0.27  -0.166
C  4.31  -0.81  0.80  -0.035
H  5.39  -1.23  2.61  0.118
H  3.35  -1.00  4.04  0.116
H  1.20  -0.43  2.94  0.100
H  2.93  -0.35  -0.79  0.092
H  5.17  -0.90  0.14  0.116
C  -3.26  -5.15  0.77  -0.220
Ge  -3.44  -4.16  -0.89  0.721
C  -3.40  -5.36  -2.39  -0.218
C  -5.04  -3.09  -0.87  -0.202
C  -1.94  -2.91  -1.10  -0.562
Se  -1.42  -2.04  0.55  0.905
C  -0.03  -3.28  1.07  -0.346
H  -4.19  -5.66  1.00  0.029
H  -3.02  -4.47  1.60  0.005
H  -2.47  -5.90  0.69  0.025
H  -4.24  -6.06  -2.32  0.029
H  -2.48  -5.94  -2.40  0.025
H  -3.49  -4.82  -3.34  0.026
H  -5.90  -3.70  -0.58  0.030
H  -5.24  -2.66  -1.86  0.029
H  -4.95  -2.27  -0.15  0.005
H  -2.21  -2.11  -1.79  0.017
H  -1.04  -3.39  -1.51  0.022
H  -0.45  -4.28  1.06  0.023
H  0.29  -3.03  2.08  0.023
H  0.81  -3.20  0.37  0.018
Cl  1.85  2.55  -0.35  0.750
C  0.90  3.19  -1.66  -0.576
C  1.19  4.43  -2.17  -0.101
C  0.43  4.91  -3.24  -0.058
C  -0.58  4.13  -3.80  -0.105
C  -0.85  2.89  -3.27  -0.600
Cl  -2.11  1.93  -3.98  0.705
C  -0.14  2.35  -2.16  -0.479
N  -0.45  1.16  -1.65  -0.123
H  1.99  5.02  -1.75  0.112
H  0.64  5.88  -3.65  0.113
H  -1.16  4.50  -4.63  0.111

Properties
Spin multiplicity   6
Net charge   +1
Energy relative to the best compared isomer or geometry (same formula, charge and spin)   0.5045 eV



[3]
Below is a 7-piece molecular cluster, C30H65ClO14PS6 overall at a distorted geometry, with properties calculated with ωB97M-V/def2-TZVPD.

Last column: Löwdin charge in e.
Geometry (Å):
C  -4.09  1.19  1.87  -0.206
C  -3.87  -0.20  1.03  -0.302
C  -2.96  -1.33  1.83  -0.735
Cl  -2.86  -0.94  3.64  0.434
P  -1.14  -1.30  1.15  0.352
O  -0.79  -2.91  1.74  -0.464
C  0.08  -2.91  2.92  -0.245
C  1.67  -2.61  2.59  -0.330
C  2.15  -1.07  2.87  -0.100
O  2.44  -3.51  3.51  -0.157
H  -3.09  1.79  2.08  0.080
H  -4.73  1.05  2.86  0.054
H  -4.75  1.90  1.18  0.059
H  -4.95  -0.66  0.82  0.103
H  -3.43  0.07  -0.04  0.091
H  -3.44  -2.42  1.75  0.063
H  -0.76  -0.66  2.38  -0.067
H  0.20  -1.25  0.60  -0.038
H  -1.69  -1.88  -0.08  -0.015
H  -1.34  0.04  0.59  -0.058
H  -0.32  -2.23  3.82  0.098
H  0.05  -4.02  3.35  0.121
H  1.97  -2.95  1.51  0.119
H  1.37  -0.24  2.59  0.070
H  3.10  -0.87  2.17  0.049
H  2.54  -0.87  3.98  0.084
H  3.41  -3.37  3.26  0.088
C  -2.93  -6.69  1.30  -0.221
C  -3.33  -7.63  0.17  -0.230
C  -4.74  -7.25  -0.27  -0.241
S  -4.92  -5.51  0.10  0.662
O  -5.93  -5.36  1.13  -0.332
O  -4.97  -4.76  -1.15  -0.334
C  -3.32  -5.29  0.84  -0.232
H  -1.86  -6.75  1.53  0.121
H  -3.48  -6.95  2.21  0.119
H  -2.64  -7.50  -0.67  0.118
H  -3.28  -8.68  0.48  0.109
H  -4.89  -7.41  -1.34  0.100
H  -5.50  -7.79  0.30  0.101
H  -3.37  -4.57  1.65  0.093
H  -2.64  -4.93  0.06  0.117
C  4.98  -0.93  -2.74  -0.236
C  5.81  -2.09  -2.17  -0.221
C  5.26  -2.40  -0.78  -0.225
S  3.54  -1.91  -0.79  0.679
O  3.37  -0.80  0.12  -0.335
O  2.72  -3.10  -0.73  -0.323
C  3.53  -1.28  -2.46  -0.227
H  5.16  -0.80  -3.81  0.090
H  5.25  0.00  -2.23  0.089
H  5.69  -2.97  -2.82  0.114
H  6.87  -1.85  -2.14  0.110
H  5.34  -3.46  -0.54  0.104
H  5.78  -1.81  -0.01  0.093
H  2.86  -0.43  -2.53  0.106
H  3.18  -2.09  -3.12  0.104
C  -6.17  2.18  6.24  -0.226
C  -4.65  2.14  6.41  -0.215
C  -4.06  3.27  5.57  -0.218
S  -5.32  4.53  5.46  0.665
O  -5.76  4.64  4.09  -0.328
O  -4.91  5.69  6.23  -0.343
C  -6.57  3.65  6.39  -0.244
H  -6.68  1.55  6.97  0.116
H  -6.44  1.82  5.24  0.120
H  -4.41  2.31  7.47  0.117
H  -4.24  1.17  6.13  0.113
H  -3.16  3.69  6.02  0.107
H  -3.84  2.93  4.55  0.096
H  -7.56  3.87  5.98  0.106
H  -6.50  3.97  7.43  0.106
C  -2.46  5.23  -2.25  -0.236
C  -3.43  5.13  -1.07  -0.223
C  -3.53  3.65  -0.69  -0.235
S  -1.98  2.91  -1.16  0.653
O  -2.22  1.95  -2.22  -0.321
O  -1.24  2.56  0.04  -0.330
C  -1.26  4.37  -1.87  -0.243
H  -2.17  6.27  -2.44  0.111
H  -2.94  4.84  -3.15  0.118
H  -3.04  5.70  -0.22  0.119
H  -4.42  5.54  -1.32  0.113
H  -3.69  3.52  0.38  0.078
H  -4.33  3.15  -1.25  0.111
H  -0.64  4.11  -2.72  0.106
H  -0.66  4.86  -1.10  0.107
C  6.39  3.78  -0.81  -0.228
C  5.42  3.67  0.36  -0.216
C  5.32  2.20  0.74  -0.209
S  6.88  1.45  0.28  0.690
O  6.63  0.50  -0.79  -0.324
O  7.62  1.11  1.47  -0.325
C  7.59  2.92  -0.44  -0.238
H  6.68  4.81  -1.01  0.114
H  5.92  3.38  -1.72  0.122
H  5.81  4.25  1.21  0.117
H  4.44  4.08  0.11  0.120
H  5.16  2.07  1.82  0.114
H  4.52  1.69  0.19  0.103
H  8.22  2.66  -1.29  0.107
H  8.20  3.41  0.34  0.108
C  2.63  0.28  -8.29  -0.230
C  1.82  -0.82  -7.60  -0.220
C  2.33  -0.93  -6.17  -0.227
S  2.95  0.69  -5.73  0.665
O  4.38  0.59  -5.52  -0.327
O  2.06  1.29  -4.75  -0.317
C  2.65  1.45  -7.31  -0.239
H  2.19  0.57  -9.25  0.116
H  3.65  -0.07  -8.48  0.120
H  0.76  -0.54  -7.60  0.122
H  1.92  -1.77  -8.13  0.116
H  1.53  -1.21  -5.48  0.114
H  3.16  -1.64  -6.09  0.108
H  3.43  2.18  -7.53  0.108
H  1.68  1.94  -7.27  0.111

Properties
Net charge   -1



[4]
Below is C2H13NO3S as an isolated structure at a distorted geometry, with properties calculated with ωB97M-V/def2-TZVPD.

Last column: Löwdin charge in e.
Geometry (Å):
C  -0.32  0.68  1.07  -0.239
C  0.50  0.81  -0.21  -0.485
S  0.88  -0.79  -0.97  0.862
N  0.29  0.86  2.36  0.076
H  -0.58  -0.51  1.11  0.061
H  -1.27  1.21  0.98  0.122
H  1.47  1.24  0.08  0.105
H  0.09  1.49  -0.95  0.095
H  -0.70  -1.30  0.99  0.318
H  0.99  0.11  2.41  0.070
H  0.87  1.71  2.37  0.129
H  -3.06  1.86  -1.32  0.066
H  -2.28  0.56  -1.09  -0.012
O  -2.43  1.45  -0.71  -0.079
H  3.22  -1.69  1.88  0.076
H  2.33  -1.23  0.68  -0.068
O  2.58  -1.03  1.59  -0.070
H  -2.19  -1.74  -2.16  0.083
H  -1.04  -0.82  -1.99  -0.055
O  -2.01  -0.82  -1.97  -0.050

Properties
Spin multiplicity   2
Net charge   +1
Energy relative to the best compared isomer or geometry (same formula, charge and spin)   2.8705 eV



[5]
Below is a 2-piece molecular cluster, C23H45Cl2FN5O8P3S2 overall at a distorted geometry, with properties calculated with ωB97M-V/def2-TZVPD.

Last column: Löwdin charge in e.
Geometry (Å):
C  -3.16  -4.63  -1.81  -0.122
C  -4.03  -3.32  -1.40  -0.214
C  -3.31  -2.69  -0.10  -0.158
C  -2.30  -1.48  -0.49  -0.117
O  -0.94  -2.04  -0.59  -0.061
N  -0.01  -1.06  -0.58  0.020
C  0.38  -0.53  -1.94  -0.091
O  0.21  -1.54  -2.96  -0.170
C  0.20  -0.84  -4.24  -0.085
C  0.53  -0.58  0.54  -0.141
N  0.13  -1.06  1.84  -0.034
C  0.86  -2.24  2.34  -0.149
C  1.04  -3.46  1.33  -0.264
C  -0.13  -4.57  1.44  -0.037
F  2.25  -4.15  1.77  -0.091
C  -0.20  -0.02  2.83  -0.602
Cl  0.64  -0.18  4.46  0.665
C  -0.08  1.52  2.26  -0.654
P  -0.35  2.65  3.73  0.744
C  -1.83  2.15  4.81  -0.295
C  1.11  3.20  4.73  -0.332
P  -1.73  1.71  1.24  0.693
O  -1.38  1.77  -0.43  -0.365
Cl  -2.68  3.56  1.77  0.208
C  1.26  1.62  1.42  -0.491
O  2.36  1.60  2.38  -0.069
P  1.52  3.24  0.44  0.421
O  3.19  3.73  0.43  -0.264
O  1.14  3.07  -1.24  -0.287
S  0.53  4.77  1.07  0.339
N  1.52  0.53  0.45  -0.009
C  2.83  -0.17  0.53  -0.144
C  4.10  0.63  -0.05  -0.152
C  3.98  1.01  -1.60  -0.231
C  4.24  -0.34  -2.47  -0.443
S  4.12  -0.04  -4.32  0.906
C  3.67  1.72  -4.55  -0.555
N  4.51  2.64  -5.26  0.024
N  3.85  3.83  -5.20  -0.012
C  2.64  3.70  -4.48  -0.086
O  2.50  2.35  -4.09  -0.076
H  -3.05  -4.70  -2.94  0.065
H  -2.10  -4.58  -1.38  0.051
H  -3.65  -5.58  -1.41  0.076
H  -3.99  -2.53  -2.22  0.096
H  -5.08  -3.62  -1.09  0.118
H  -4.05  -2.30  0.69  0.114
H  -2.67  -3.49  0.42  0.086
H  -2.31  -0.78  0.41  0.072
H  -2.67  -0.97  -1.43  0.135
H  -0.31  0.34  -2.25  0.150
H  1.47  -0.21  -1.99  0.117
H  1.14  -0.20  -4.39  0.064
H  0.13  -1.55  -5.12  0.113
H  -0.69  -0.12  -4.32  0.110
H  0.25  -2.66  3.22  0.137
H  1.90  -2.03  2.79  0.116
H  1.23  -3.17  0.25  0.132
H  -0.29  -5.12  0.44  0.089
H  0.25  -5.37  2.17  0.098
H  -1.09  -4.13  1.87  0.079
H  -1.32  -0.13  3.06  0.104
H  -2.45  1.39  4.20  0.046
H  -2.50  3.08  4.88  0.047
H  -1.55  1.73  5.83  0.048
H  1.87  3.82  4.12  0.043
H  1.67  2.38  5.29  0.025
H  0.73  3.93  5.55  0.068
H  -1.48  2.69  -0.76  0.054
H  2.66  2.51  2.59  0.083
H  3.22  4.32  -0.36  0.071
H  1.37  3.90  -1.71  0.053
H  3.05  -0.70  1.53  0.139
H  2.73  -1.06  -0.20  0.130
H  4.44  1.49  0.62  0.106
H  4.97  -0.13  0.01  0.125
H  2.90  1.29  -1.80  0.066
H  4.71  1.84  -1.88  0.129
H  3.43  -1.11  -2.22  0.065
H  5.25  -0.78  -2.17  0.094
H  1.84  4.45  -4.20  0.137
C  -5.02  0.78  0.31  -0.166
C  -5.80  -0.38  -0.34  -0.607
O  -6.35  -1.10  0.63  -0.328
H  -4.22  0.42  0.97  0.002
H  -4.54  1.40  -0.47  0.042
H  -5.67  1.44  0.89  0.061
H  -5.06  -0.88  -1.01  0.044
H  -6.47  0.10  -1.08  0.078



[6]
Below is an isolated ion of composition C9H12NSe and charge +1 at a distorted geometry, with properties calculated with ωB97M-V/def2-TZVPD.

Last column: Löwdin charge in e.
Geometry (Å):
C  0.59  -0.93  -1.31  -0.095
C  -0.71  -0.43  -1.60  -0.212
C  -1.81  -0.50  -0.90  -0.579
N  -3.09  -0.05  -1.47  0.135
Se  -1.81  -0.77  1.01  1.114
C  -0.15  0.04  1.57  -0.552
C  0.73  -0.73  2.35  -0.099
C  1.95  -0.12  2.73  -0.051
C  2.05  1.27  2.67  -0.054
C  1.06  2.02  2.04  -0.082
C  0.00  1.41  1.42  -0.146
H  0.66  -1.68  -0.48  0.099
H  1.42  -0.21  -1.25  0.110
H  0.92  -1.53  -2.20  0.113
H  -0.77  0.01  -2.55  0.112
H  -3.93  -0.62  -1.13  0.198
H  -3.18  -0.03  -2.60  0.238
H  -3.11  0.97  -1.29  0.163
H  0.65  -1.78  2.58  0.106
H  2.77  -0.74  3.07  0.115
H  2.89  1.80  3.07  0.109
H  1.16  3.07  1.83  0.111
H  -0.59  1.98  0.57  0.149

Properties
Net charge   +1
Structure (SMILES)   C/C=C(/[NH3+])[Se]c1ccccc1
Energy relative to the best compared isomer or geometry (same formula, charge and spin)   0.2543 eV



Number 1: E_tot -3964.90920 a.u.. Number 2: E_tot -6840.49511 a.u.. Number 3: E_tot -5425.87814 a.u.. Number 4: E_tot -762.19923 a.u.. Number 5: E_tot -4619.29308 a.u.. Number 6: E_tot -2806.00368 a.u..